Molecular formula: C5H11N
Method: DFT, ωB97M-V with the def2-TZVPD basis set

Properties
ΔE to the lowest compared entry with this formula, charge and spin = 33.0 kcal/mol
SMILES = C=CCCNC
Kohn-Sham gap = 9.6 eV

Element x y z (Å)
C: -1.348 0.748 2.301
C: -0.556 -0.117 1.687
C: -0.916 -0.816 0.418
C: 0.374 -0.927 -0.432
N: 1.016 0.346 -0.717
C: 1.212 0.669 -2.129
H: -2.303 1.118 1.969
H: -1.016 1.175 3.242
H: 0.430 -0.349 2.062
H: -1.588 -0.237 -0.205
H: -1.138 -1.865 0.613
H: 0.339 -1.544 -1.333
H: 1.042 -1.506 0.230
H: 0.571 1.103 -0.216
H: 1.668 -0.206 -2.596
H: 0.284 0.924 -2.652
H: 1.928 1.483 -2.241

Molecular formula: C5H11N
Method: DFT, ωB97M-V with the def2-TZVPD basis set

Properties
ΔE to the lowest compared entry with this formula, charge and spin = 123.8 kcal/mol
Kohn-Sham gap (spin up / spin down) = 8.1 / 8.1 eV

Element x y z (Å)
C: -2.044 0.421 0.961
C: -1.066 -0.490 -1.110
N: 0.121 -0.691 -0.573
C: 0.415 -0.787 0.787
C: 1.048 0.285 -0.043
C: 2.457 0.261 -0.579
H: -2.916 -0.218 0.808
H: -2.038 0.712 2.018
H: -2.177 1.340 0.384
H: -1.782 -1.304 -1.090
H: -1.175 0.278 -1.870
H: -0.856 -0.224 1.110
H: 0.939 -1.629 1.230
H: 0.611 1.282 0.099
H: 3.144 0.715 0.143
H: 2.541 0.817 -1.520
H: 2.778 -0.770 -0.756

Molecular formula: C5H11N
Method: DFT, ωB97M-V with the def2-TZVPD basis set

Properties
ΔE to the lowest compared entry with this formula, charge and spin = 126.2 kcal/mol
Kohn-Sham gap = 8.4 eV

Element x y z (Å)
C: 1.747 0.423 -0.641
N: 1.172 -0.342 0.377
C: 0.562 0.144 1.615
C: -0.119 -0.579 0.527
C: -0.895 1.175 -0.922
C: -1.086 -1.655 0.206
H: 1.912 -0.168 -1.546
H: 0.516 1.057 -0.853
H: 2.653 0.942 -0.317
H: 0.352 1.214 1.696
H: 0.952 -0.322 2.522
H: -1.686 1.119 -0.171
H: -1.198 0.598 -1.805
H: -0.841 2.233 -1.227
H: -2.036 -1.460 0.710
H: -1.267 -1.702 -0.871
H: -0.719 -2.634 0.541